C42H33As2F2N4PdSe | ωB97M-V/def2-TZVPD

As for the charge: +1. As for the total energy: -9039.72046 hartree. The relative energy (zero: lowest compared OMol25 entry of this formula, charge and spin) comes out at 14.5 kJ/mol.

Geometry (Å):
1 Pd -0.0986 -0.5710 0.1520
2 F 5.1984 -0.0004 0.0589
3 C 4.0347 0.2179 -0.5732
4 C 2.8738 -0.3052 -0.0386
5 C 1.6657 -0.0769 -0.6794
6 C 1.6199 0.6741 -1.8744
7 C 2.8319 1.1761 -2.3508
8 F 2.8645 1.9316 -3.4674
9 C 4.0446 0.9656 -1.7306
10 C 0.3130 0.8978 -2.5411
11 C 0.1524 1.3928 -3.8380
12 C -1.1185 1.5251 -4.3667
13 C -2.2175 1.1548 -3.6079
14 C -1.9819 0.6619 -2.3398
15 N -0.7626 0.5436 -1.8148
16 H 2.9350 -0.8672 0.8829
17 H 4.9553 1.3778 -2.1395
18 H 1.0085 1.6640 -4.4308
19 H -1.2450 1.9079 -5.3709
20 H -3.2262 1.2353 -3.9874
21 H -2.8068 0.3387 -1.7131
22 C -0.8115 -3.7738 1.3675
23 C -2.2259 -3.2439 1.1412
24 As -2.1300 -1.2963 1.2955
25 C -2.0312 -1.0752 3.2102
26 C -0.8291 -0.6585 3.7720
27 C -0.7103 -0.5462 5.1521
28 C -1.7901 -0.8501 5.9670
29 C -2.9909 -1.2709 5.4072
30 C -3.1132 -1.3856 4.0317
31 C -3.8908 -0.6536 0.8365
32 C -4.5635 -1.1934 -0.2572
33 C -5.7854 -0.6664 -0.6516
34 C -6.3336 0.4070 0.0370
35 C -5.6634 0.9509 1.1238
36 C -4.4438 0.4235 1.5248
37 As 0.4334 -2.8482 0.1711
38 C 2.1659 -3.4992 0.6888
39 C 2.5577 -3.3612 2.0181
40 C 3.8339 -3.7399 2.4034
41 C 4.7224 -4.2402 1.4598
42 C 4.3326 -4.3701 0.1351
43 C 3.0528 -3.9995 -0.2551
44 C 0.1001 -3.6421 -1.5528
45 C 0.2690 -2.8538 -2.6869
46 C 0.0553 -3.3961 -3.9463
47 C -0.3365 -4.7210 -4.0729
48 C -0.5073 -5.5093 -2.9425
49 C -0.2858 -4.9733 -1.6827
50 H -0.7448 -4.8509 1.2209
51 H -0.4725 -3.5560 2.3828
52 H -2.9297 -3.6432 1.8713
53 H -2.5814 -3.4931 0.1396
54 H 0.0153 -0.4219 3.1344
55 H 0.2263 -0.2218 5.5874
56 H -1.7005 -0.7628 7.0418
57 H -3.8307 -1.5088 6.0466
58 H -4.0525 -1.7085 3.5973
59 H -4.1393 -2.0256 -0.8072
60 H -6.3091 -1.0959 -1.4954
61 H -7.2865 0.8161 -0.2713
62 H -6.0953 1.7818 1.6664
63 H -3.9296 0.8430 2.3820
64 H 1.8738 -2.9487 2.7530
65 H 4.1388 -3.6383 3.4366
66 H 5.7217 -4.5270 1.7589
67 H 5.0262 -4.7590 -0.5985
68 H 2.7496 -4.0990 -1.2902
69 H 0.5704 -1.8186 -2.5814
70 H 0.1926 -2.7837 -4.8280
71 H -0.5074 -5.1439 -5.0540
72 H -0.8076 -6.5439 -3.0424
73 H -0.4049 -5.6010 -0.8083
74 Se 2.2647 2.6026 3.5299
75 N 1.0415 3.8629 3.4243
76 C 0.1327 3.4298 2.5715
77 C -1.0521 4.1310 2.1951
78 C -1.8734 3.5302 1.3049
79 C -1.5431 2.2444 0.7700
80 N -0.4786 1.5619 1.0759
81 C 0.3825 2.1347 1.9855
82 N 1.4807 1.5242 2.3731
83 H -1.2634 5.1041 2.6169
84 H -2.7854 4.0117 0.9804
85 H -2.2079 1.7843 0.0500

Force components x, y, z for each atom (eV/Å):
-0.242 0.232 0.116
-0.002 -0.005 0.002
-0.016 0.003 -0.012
-0.027 0.013 -0.008
-0.003 -0.029 0.023
-0.064 -0.015 -0.016
-0.015 -0.012 0.029
0.001 0.009 -0.002
0.032 0.012 -0.013
0.049 0.000 0.024
0.006 0.001 -0.022
0.002 -0.015 0.020
0.004 0.008 -0.028
0.014 -0.039 0.005
-0.017 -0.054 -0.072
0.006 0.001 0.002
-0.001 0.000 0.003
0.007 -0.003 0.007
-0.003 0.001 0.001
-0.002 -0.002 0.009
-0.003 0.010 0.011
-0.098 0.045 -0.031
0.106 -0.050 0.014
-0.091 -0.065 0.081
-0.008 -0.003 -0.022
0.023 0.006 0.008
-0.011 -0.007 -0.008
-0.008 -0.001 0.000
0.007 0.002 0.020
0.008 0.007 -0.035
0.012 0.011 -0.008
0.008 0.006 0.020
0.013 -0.002 0.000
-0.011 -0.009 -0.014
0.002 -0.001 0.007
0.006 -0.008 -0.019
0.147 -0.013 -0.113
-0.014 0.068 0.068
-0.009 -0.009 -0.026
0.020 -0.001 0.002
-0.013 0.002 0.009
-0.001 -0.004 -0.003
-0.017 -0.012 0.003
-0.003 -0.008 -0.018
-0.021 0.003 0.023
-0.008 -0.013 -0.014
0.000 -0.002 -0.002
0.002 -0.006 0.005
0.037 0.022 0.008
0.021 0.000 -0.021
-0.013 -0.020 0.013
-0.014 0.030 0.003
0.005 -0.016 0.000
0.003 -0.002 -0.013
-0.001 -0.001 0.001
0.007 0.006 -0.003
-0.007 -0.005 -0.011
-0.009 -0.003 0.017
-0.009 -0.002 -0.011
-0.002 0.002 0.000
-0.001 0.000 0.004
0.005 0.002 0.000
-0.008 0.009 0.003
0.008 0.005 0.005
0.001 0.000 -0.003
-0.001 -0.002 0.002
0.000 0.001 -0.001
0.016 0.001 -0.004
-0.004 -0.016 -0.015
0.002 0.007 0.005
0.002 0.005 -0.001
-0.002 0.001 0.000
-0.003 -0.019 -0.011
0.165 -0.067 -0.012
-0.173 0.102 0.039
0.010 -0.012 -0.067
0.053 0.022 0.034
-0.052 0.020 -0.022
0.082 0.033 0.028
0.208 -0.020 0.043
-0.038 -0.014 -0.054
-0.010 -0.102 0.041
0.023 -0.003 0.016
-0.012 -0.053 -0.037
-0.058 0.044 -0.004